C22H21BrCsN5O12 as an isolated structure, computed with ωB97M-V with the def2-TZVPD basis set.

```
! RIJCOSX wB97M-V def2-TZVPD def2/J DEFGRID3
* xyz -2 1
Cs -0.55625 -0.96731 0.10796
O 1.27628 -3.34328 3.11467
C 0.69659 -3.54315 2.03547
O -0.44954 -3.15001 1.68484
C 1.40468 -4.42061 0.99834
C 1.80809 -5.66459 1.36094
C 2.33012 -6.57243 0.40553
C 2.43394 -6.21284 -0.91858
C 2.08397 -4.92926 -1.29857
C 1.58551 -3.92789 -0.36710
O 1.32080 -2.75339 -0.67655
N 2.22755 -4.63425 -2.70699
O 2.26555 -5.58366 -3.49745
O 2.40995 -3.48514 -3.06874
N 2.74264 -7.88421 0.80225
O 2.63444 -8.20384 1.98255
O 3.18693 -8.65782 -0.04669
H 1.71653 -5.97074 2.39354
H 2.80267 -6.91105 -1.65257
C -0.65617 0.22506 3.53611
O 0.39787 1.09116 3.14757
C -0.04900 2.41875 2.99709
C 1.09953 3.29155 2.53458
O 1.57866 3.04996 1.23642
C 0.65633 3.39034 0.21850
H -1.04122 0.51597 4.52359
H -0.26533 -0.79120 3.56967
H -1.48415 0.29451 2.81774
H -0.39580 2.81040 3.96885
H -0.90025 2.46807 2.30765
H 1.95252 3.12776 3.19659
H 0.78815 4.34589 2.62346
H 0.32416 4.43345 0.33016
H -0.22255 2.74537 0.20460
H 1.17849 3.28310 -0.72864
O 0.97292 -1.57189 -7.02905
C 0.80187 -1.19765 -5.72978
C 0.07382 -1.95607 -4.82564
C -0.01254 -1.51074 -3.52244
N 0.55685 -0.38748 -3.08394
C 1.21619 0.31100 -3.97249
Br 2.05478 1.91237 -3.35194
C 1.38614 -0.01620 -5.30780
H 0.63348 -2.46681 -7.13398
H -0.37934 -2.89672 -5.11267
H -0.54865 -2.10114 -2.79128
H 1.96488 0.59686 -5.98120
O -2.35788 1.55915 0.69425
N -3.52148 1.43208 0.25122
N -3.61960 0.70828 -0.82179
O -2.62082 0.15163 -1.44334
C -4.93123 0.54779 -1.34589
C -5.06343 -0.15430 -2.53872
C -6.32187 -0.34324 -3.09297
C -7.45394 0.15881 -2.46990
C -7.31220 0.85734 -1.27473
C -6.06527 1.05491 -0.70816
H -4.16236 -0.53558 -2.99557
H -6.41263 -0.89392 -4.02190
H -8.43483 0.00591 -2.90304
H -8.18785 1.25095 -0.77167
H -5.95412 1.59187 0.22111
*
```

Calculated values
HOMO-LUMO gap	6.3	eV
relative energy (zero: lowest compared OMol25 entry of this formula, charge and spin)	54.9	kJ/mol
molar mass	760.24	g mol⁻¹